{
  "formula": "C38H52ClNP2PdSi",
  "method": "ωB97M-V/def2-TZVPD",
  "spin_multiplicity": 1,
  "homo_lumo_gap_ev": 6.950,
  "homo_ha": -0.24399,
  "total_charge": 0,
  "relative_energy_kcal_mol": 33.0,
  "total_energy_ev": -84197.9490,
  "elements": ["Pd", "Cl", "C", "C", "C", "C", "C", "C", "P", "C", "C", "C", "C", "C", "C", "C", "C", "C", "C", "C", "C", "H", "H", "H", "H", "H", "H", "H", "H", "H", "H", "H", "H", "H", "H", "C", "Si", "C", "C", "C", "C", "C", "C", "C", "H", "H", "H", "H", "H", "H", "H", "H", "H", "H", "H", "C", "C", "C", "C", "P", "N", "C", "C", "C", "C", "C", "C", "C", "C", "H", "H", "H", "H", "H", "H", "H", "H", "H", "H", "H", "H", "H", "H", "H", "H", "H", "H", "H", "H", "H", "H", "H", "H", "H", "H", "H"],
  "xyz": [[0.3805, -0.6513, 0.4333], [3.0798, 0.4844, 0.4104], [3.2344, 0.7258, -1.3009], [4.2995, 1.5098, -1.7228], [4.4680, 1.7681, -3.0721], [3.5724, 1.2475, -3.9942], [2.5154, 0.4662, -3.5553], [2.3205, 0.1836, -2.2015], [0.9567, -0.9532, -1.7086], [1.7724, -2.5776, -2.0562], [3.1191, -2.6728, -2.3781], [3.7219, -3.9192, -2.5531], [2.9764, -5.0777, -2.4388], [1.6159, -4.9923, -2.1459], [1.0301, -3.7564, -1.9543], [-0.2002, -0.7432, -3.0835], [-0.4463, -1.7352, -4.0268], [-1.3308, -1.4897, -5.0743], [-1.9573, -0.2588, -5.1809], [-1.7055, 0.7385, -4.2449], [-0.8321, 0.4936, -3.1985], [4.9789, 1.9130, -0.9848], [5.2990, 2.3816, -3.3965], [3.6948, 1.4463, -5.0506], [1.8262, 0.0628, -4.2880], [3.7218, -1.7800, -2.4753], [4.7800, -3.9726, -2.7760], [3.4463, -6.0437, -2.5698], [1.0174, -5.8899, -2.0499], [-0.0229, -3.7057, -1.7117], [0.0486, -2.6931, -3.9619], [-1.5208, -2.2652, -5.8054], [-2.6419, -0.0705, -5.9984], [-2.1889, 1.7038, -4.3258], [-0.6333, 1.2731, -2.4784], [2.4514, -3.1933, 1.1741], [0.6536, -2.7997, 1.0414], [-0.0712, -1.9140, 2.5087], [-0.3333, -4.3767, 0.9383], [0.0851, -5.4306, 1.7569], [-0.6415, -6.6133, 1.8330], [-1.8000, -6.7689, 1.0880], [-2.2369, -5.7348, 0.2705], [-1.5110, -4.5527, 0.1997], [2.6561, -3.7065, 2.1199], [3.0573, -2.2888, 1.1350], [2.7650, -3.8574, 0.3636], [0.4947, -2.0296, 3.4360], [-1.1129, -2.2064, 2.6352], [-0.0997, -0.7959, 2.3797], [0.9912, -5.3375, 2.3445], [-0.2960, -7.4124, 2.4771], [-2.3659, -7.6898, 1.1478], [-3.1445, -5.8513, -0.3084], [-1.8874, -3.7532, -0.4308], [1.4238, 3.9467, 1.0649], [0.2549, 3.8903, 2.0666], [-0.4044, 5.2738, 2.1355], [0.8808, 3.6065, 3.4413], [-0.8413, 2.4089, 1.6174], [0.0525, 1.2070, 1.2599], [-1.9508, 2.0819, 3.1200], [-3.0457, 1.0969, 2.6735], [-1.1138, 1.3533, 4.1963], [-2.6336, 3.2837, 3.7848], [-1.9871, 2.9926, 0.2150], [-1.0937, 3.6023, -0.8788], [-3.1008, 3.9906, 0.5552], [-2.6527, 1.7652, -0.4202], [2.2545, 4.4849, 1.5324], [1.1719, 4.4746, 0.1473], [1.7506, 2.9390, 0.8094], [0.3449, 6.0057, 2.4585], [-1.2290, 5.3253, 2.8478], [-0.7755, 5.6128, 1.1691], [1.6992, 4.3156, 3.5988], [1.2901, 2.5975, 3.4958], [0.1749, 3.7436, 4.2590], [-2.6358, 0.2589, 2.1058], [-3.8132, 1.5784, 2.0701], [-3.5361, 0.6992, 3.5668], [-0.3010, 0.7844, 3.7557], [-1.7590, 0.6589, 4.7432], [-0.6881, 2.0411, 4.9245], [-3.2006, 3.9072, 3.0963], [-1.9152, 3.9197, 4.3028], [-3.3362, 2.9179, 4.5422], [-0.6982, 4.5802, -0.6159], [-1.7005, 3.7297, -1.7819], [-0.2528, 2.9446, -1.1149], [-2.7499, 4.8975, 1.0457], [-3.8717, 3.5446, 1.1831], [-3.5906, 4.2982, -0.3766], [-1.9568, 0.9282, -0.4722], [-2.9744, 2.0411, -1.4293], [-3.5395, 1.4342, 0.1142]]
}